Record 1
2 unconnected molecules or ions with the total composition C22H23NO in a non-equilibrium geometry. Source: the OMol25 dataset; level of theory: ωB97M-V with the def2-TZVPD basis set.

Results
HOMO level = -5.20 eV
Largest force on an atom = 1.54 eV/A
Spin multiplicity = 1
HOMO-LUMO gap = 0.125 hartree
DFT total energy = -26720.700 eV

```
47
Properties=species:S:1:pos:R:3:forces:R:3
C -1.2416 -4.5943 -1.9913 -0.1 -0.4 -0.2
C -0.7245 -3.7696 -0.8289 0.3 0.1 -0.4
N -0.2003 -2.5115 -1.3941 -0.5 0.6 0.7
C -0.5652 -1.3375 -0.8679 0.2 0.1 0.0
C -0.1088 -0.0897 -1.3178 0.0 -0.1 -0.1
C -0.6793 1.1130 -0.9348 0.1 -0.6 0.7
C -0.2378 2.3910 -1.4188 0.5 1.1 -0.5
C -1.1315 3.4925 -1.4802 0.3 -0.5 0.1
C -0.7367 4.7048 -2.0334 0.3 -0.1 -0.1
C 0.5746 4.8684 -2.5098 -0.2 -0.3 0.2
C 1.4851 3.8063 -2.4212 -0.2 -0.1 0.1
C 1.0881 2.5824 -1.8873 -0.5 0.1 -0.1
C 0.4658 -2.5887 -2.6893 0.0 -0.3 -0.3
C 0.8922 -4.0273 -2.9377 0.1 -0.4 -0.3
O -0.1917 -4.9602 -2.8854 0.1 0.4 0.2
H -1.6683 -5.5461 -1.6417 0.0 0.4 -0.1
H -2.0059 -4.0141 -2.5457 0.2 -0.3 0.3
H -1.5331 -3.5296 -0.1358 0.2 -0.1 0.0
H 0.0834 -4.3139 -0.3106 -0.3 0.2 0.0
H -1.2688 -1.3920 -0.0294 0.3 0.1 -0.3
H 0.7257 -0.0697 -2.0252 -0.4 0.0 0.2
H -1.5666 1.0934 -0.2992 0.2 0.0 -0.1
H -2.1482 3.3468 -1.1091 0.3 0.2 -0.1
H -1.4503 5.5284 -2.0987 0.2 -0.3 0.0
H 0.8828 5.8174 -2.9481 -0.1 -0.2 0.1
H 2.5094 3.9288 -2.7782 -0.3 0.0 0.1
H 1.7932 1.7521 -1.8233 -0.1 0.3 0.0
H -0.2213 -2.2704 -3.4967 0.2 0.1 0.4
H 1.3437 -1.9367 -2.7060 -0.1 -0.1 0.0
H 1.2746 -4.1365 -3.9625 0.2 0.2 0.4
H 1.6740 -4.3159 -2.2096 -0.2 0.1 -0.3
C -0.3153 2.6502 3.7054 0.3 0.4 -0.8
C 0.3613 2.9197 2.4826 -0.5 -0.8 1.2
C 0.9177 1.6995 2.0184 -0.2 -0.1 -0.6
C 0.5926 0.6539 2.9360 -0.6 0.5 0.6
C -0.1956 1.2593 4.0109 0.6 -0.5 -0.8
C -0.6547 0.4590 5.0631 0.1 -0.2 -0.2
C -0.3608 -0.9113 5.0666 0.0 0.2 -0.1
C 0.4020 -1.4919 4.0306 -0.1 0.1 -0.1
C 0.8825 -0.7136 2.9698 -0.2 0.0 0.1
H -0.8446 3.3542 4.3390 0.1 0.1 -0.2
H 0.4456 3.8881 1.9914 0.0 -0.3 0.2
H 1.5171 1.5423 1.1287 0.0 0.2 0.1
H -1.2361 0.9181 5.8656 0.1 -0.2 -0.1
H -0.7241 -1.5426 5.8819 0.1 0.2 -0.2
H 0.6192 -2.5624 4.0639 0.0 0.3 0.0
H 1.4807 -1.1441 2.1638 -0.1 -0.1 0.2
```
Forces are in eV/Å.

Results of the natural (NBO) charge analysis, in e, for atoms 1 through 2:
1. C -0.08
2. C -0.24


Record 2
A single C22H23NO5 molecule. Source: the OMol25 dataset; level of theory: ωB97M-V with the def2-TZVPD basis set.

Results
HOMO level = -8.60 eV
Largest force on an atom = 0.98 eV/A
SMILES string = Cc1cc(O[C@@H](C)C(=O)NC[C@H](O)c2ccccc2)c2c(C)cc(=O)oc2c1
Spin multiplicity = 1
HOMO-LUMO gap = 0.321 hartree
DFT total energy = -34915.924 eV

```
51
Properties=species:S:1:pos:R:3:forces:R:3
C -0.2247 1.4927 3.8046 0.0 0.0 0.0
C -0.4526 0.3988 2.8113 -0.2 -0.4 -0.2
C -1.6338 -0.3121 2.7900 0.0 -0.1 0.0
C -1.8292 -1.3127 1.8432 0.9 0.3 -0.1
C -0.8333 -1.6591 0.9114 -0.1 0.2 0.4
C 0.3932 -0.9514 0.9833 -0.4 0.1 0.3
C 0.5498 0.0721 1.9001 0.3 0.0 -0.1
H 1.4581 0.6514 1.9229 0.2 0.1 0.0
O 1.3802 -1.3339 0.1274 0.0 -0.2 -0.1
C 2.6762 -0.7697 0.2688 0.4 0.1 0.1
C 3.6541 -1.6667 -0.4869 -0.3 0.1 0.2
H 4.6537 -1.2465 -0.4231 0.1 0.0 0.0
H 3.3696 -1.7505 -1.5326 0.0 0.0 -0.1
H 3.6576 -2.6606 -0.0467 0.0 -0.1 0.0
C 2.7090 0.6558 -0.3062 -0.2 -0.5 0.1
O 3.2066 1.5930 0.2800 0.2 0.2 0.2
N 2.1458 0.7310 -1.5236 -0.1 0.0 -0.4
H 1.7072 -0.0941 -1.9029 0.0 0.0 0.1
C 1.9825 1.9699 -2.2415 -0.1 0.2 -0.3
H 2.7014 2.0353 -3.0664 -0.1 0.1 0.1
H 2.1967 2.7780 -1.5366 -0.1 0.0 -0.1
C 0.5534 2.1004 -2.8094 0.2 -0.3 0.4
C -0.4868 1.8160 -1.7461 0.0 -0.1 -0.2
C -1.3875 0.7712 -1.9046 0.1 0.1 0.0
C -2.3788 0.5469 -0.9658 -0.1 0.0 0.0
C -2.4779 1.3654 0.1453 -0.1 0.0 -0.1
C -1.5686 2.3933 0.3243 0.0 0.1 0.0
C -0.5789 2.6184 -0.6151 0.0 0.0 -0.1
H 0.1221 3.4277 -0.4630 0.1 0.1 0.0
H -1.6356 3.0286 1.1943 0.0 0.1 0.1
H -3.2622 1.2029 0.8681 -0.1 0.0 0.1
H -3.0819 -0.2604 -1.1086 -0.1 -0.1 0.0
H -1.3257 0.1408 -2.7808 0.0 -0.1 -0.1
O 0.3756 3.3609 -3.4105 0.1 0.3 -0.2
H 0.3450 4.0345 -2.7208 0.0 0.0 0.0
H 0.4341 1.3841 -3.6313 0.0 0.0 0.1
H 2.9676 -0.7285 1.3257 -0.1 0.1 -0.2
C -1.1579 -2.6934 -0.0428 -0.5 -0.3 0.0
C -2.3820 -3.2688 0.0190 0.4 0.1 -0.1
C -3.3857 -2.9021 0.9893 -0.5 -0.3 -0.1
O -4.4899 -3.3802 1.0776 0.4 0.2 0.0
O -3.0363 -1.9146 1.8725 -0.2 0.0 0.1
H -2.6750 -4.0421 -0.6737 0.0 0.0 0.0
C -0.1958 -3.1255 -1.0989 0.0 -0.2 -0.1
H 0.0689 -2.2805 -1.7308 0.1 0.0 -0.1
H 0.7201 -3.5013 -0.6494 0.1 0.0 -0.1
H -0.6388 -3.9051 -1.7137 0.0 0.0 0.0
H -2.4327 -0.1012 3.4825 -0.1 0.1 0.1
H 0.3204 1.1029 4.6645 0.0 0.0 0.1
H -1.1682 1.8986 4.1589 0.0 0.1 0.1
H 0.3710 2.2902 3.3671 0.0 0.1 0.0
```
Forces are in eV/Å.

Results of the natural (NBO) charge analysis, in e, for atoms 1 through 2:
1. C -0.64
2. C 0.07


Record 3
A molecular structure, C22H24AlClI2O2P2 in a non-equilibrium geometry. Source: the OMol25 dataset; level of theory: ωB97M-V with the def2-TZVPD basis set.

Results
HOMO level = -14.26 eV
Largest force on an atom = 7.15 eV/A
Spin multiplicity = 1
Total charge = +2
HOMO-LUMO gap = 0.226 hartree
DFT total energy = -81185.609 eV

```
54
Properties=species:S:1:pos:R:3:forces:R:3
I -5.1780 0.8243 2.9351 1.0 1.3 -0.1
I -3.4714 3.0739 2.6259 -0.8 -1.6 -0.3
Al -2.0017 0.5996 -0.0892 0.1 -1.1 0.6
P -3.7557 1.2121 -1.9293 -1.6 -0.9 -0.5
C -3.8783 2.7799 -2.8155 0.5 0.2 0.2
C -4.0236 0.0060 -3.2764 0.5 -0.2 0.0
H -5.4613 0.1717 -0.5539 0.0 0.1 -0.1
H -6.1721 1.2851 -1.7521 0.1 0.0 0.0
H -5.3800 1.9090 -0.2797 -0.1 0.1 0.0
C -5.3497 1.1376 -1.0492 0.1 0.0 0.3
H -4.0629 -1.0125 -2.8878 0.0 0.1 0.0
H -4.9570 0.2127 -3.8057 0.0 0.2 0.2
H -4.7951 2.8240 -3.4022 0.0 -0.1 0.1
H -3.0270 2.8809 -3.4841 0.1 0.2 -0.1
H -3.2091 0.0749 -3.9999 0.0 -0.1 0.0
H -3.8722 3.5987 -2.1021 0.0 0.3 0.0
C -1.4495 2.4182 -0.8799 4.9 5.2 0.0
O -0.8334 3.3615 -1.1780 -3.5 -4.3 0.8
Cl -3.0477 -1.2167 0.0479 0.3 0.2 0.2
O -0.4594 0.3364 0.8747 -0.7 0.6 -1.7
P 0.9730 -0.3121 0.6350 0.8 -0.2 1.7
C 0.7413 -2.1120 0.4499 -0.2 -0.5 -0.9
C 0.8984 -2.9369 1.5815 0.4 0.1 0.5
C 0.8564 -4.3276 1.4893 -0.3 0.2 0.3
C 0.5287 -4.9543 0.2965 -0.2 0.6 -0.1
C 0.2603 -4.1444 -0.8070 -0.3 0.1 -0.4
C 0.3787 -2.7452 -0.7532 0.1 -0.3 0.0
C 2.0567 0.7467 -0.4074 -0.1 0.1 -1.1
C 3.1446 1.4443 0.1621 0.2 0.0 0.6
C 4.0328 2.2086 -0.5966 -0.3 0.2 0.2
C 3.8281 2.3973 -1.9532 -0.5 -0.3 0.2
C 2.7193 1.7724 -2.5286 -0.4 0.0 -0.2
C 1.8570 0.9433 -1.7903 0.1 0.2 -0.1
C 1.9791 -0.3161 2.1188 0.2 0.0 0.4
C 1.6562 0.3610 3.2981 0.2 -0.2 -0.1
C 2.5792 0.3221 4.3622 -0.2 0.1 -0.1
C 3.7790 -0.3794 4.2151 0.0 0.1 0.0
C 4.1101 -1.0602 3.0314 -0.5 0.1 -0.4
C 3.2041 -1.0266 1.9759 -0.3 0.1 0.2
H 1.0985 -2.5124 2.5693 0.0 -0.1 -0.5
H 1.0157 -4.9287 2.3828 0.0 0.2 -0.1
H 0.4200 -6.0386 0.2538 0.1 0.3 -0.1
H -0.0831 -4.6329 -1.7194 0.2 0.3 0.1
H 0.1793 -2.1533 -1.6547 0.1 -0.3 0.3
H 3.3272 1.4438 1.2381 -0.1 -0.2 -0.4
H 4.8453 2.7397 -0.0998 -0.2 -0.3 0.0
H 4.4790 3.0653 -2.5225 -0.3 -0.4 0.1
H 2.5134 1.9962 -3.5746 -0.1 -0.4 0.2
H 1.0019 0.4783 -2.2975 0.4 0.1 0.1
H 0.6985 0.9007 3.3842 0.6 -0.3 0.0
H 2.3403 0.8566 5.3005 0.3 -0.5 -0.7
H 4.4943 -0.3931 5.0282 -0.1 0.0 0.1
H 5.0458 -1.6199 2.8982 -0.4 0.4 0.3
H 3.4263 -1.5598 1.0355 -0.1 0.3 0.6
```
Forces are in eV/Å.

Results of the natural (NBO) charge analysis, in e, for atoms 1 through 2:
1. I 0.10
2. I 0.02


Record 4
A molecular structure, C22H24AsBCdF4NOSbSe. Source: the OMol25 dataset; level of theory: ωB97M-V with the def2-TZVPD basis set.

Results
HOMO level = -8.36 eV
Largest force on an atom = 0.39 eV/A
Spin multiplicity = 1
HOMO-LUMO gap = 0.308 hartree
DFT total energy = -175580.532 eV

```
57
Properties=species:S:1:pos:R:3:forces:R:3
Cd 1.4630 0.3391 1.6820 0.2 -0.1 0.3
C 4.4314 3.0125 0.3712 0.0 0.1 0.0
As 4.2976 1.2674 -0.3872 -0.3 -0.2 0.1
C 5.8957 0.3169 0.0481 0.1 -0.1 0.0
C 4.2185 1.4649 -2.2841 0.0 0.0 -0.1
O 2.9800 0.3713 0.1035 0.1 0.1 -0.1
H 5.3294 3.4897 -0.0207 0.0 0.0 0.0
H 4.4813 2.9330 1.4547 0.0 0.0 0.0
H 3.5429 3.5815 0.1092 0.0 0.0 0.0
H 6.7613 0.7814 -0.4213 0.0 0.0 0.0
H 5.7796 -0.7078 -0.3001 0.0 0.0 0.0
H 6.0153 0.3187 1.1301 0.0 0.0 0.0
H 5.1028 1.9838 -2.6504 0.0 0.0 0.0
H 3.3222 2.0325 -2.5294 0.0 0.0 0.0
H 4.1488 0.4749 -2.7307 0.0 0.0 0.0
F 1.9560 2.7250 1.7328 0.1 0.0 0.0
B 0.6524 2.9406 2.3397 -0.2 0.0 -0.1
F -0.2769 2.5706 1.3398 -0.1 0.1 0.0
F 0.5029 4.2171 2.7687 0.0 0.1 0.0
F 0.5865 1.9725 3.3663 -0.1 0.0 0.0
Se 2.2096 -1.2712 3.5788 -0.2 -0.1 0.0
C 0.4831 -1.9144 3.5580 0.3 0.1 0.0
N -0.6069 -2.2906 3.4838 -0.1 0.0 0.0
C -5.4228 0.5756 2.2080 0.0 0.0 0.0
C -4.6363 -0.3355 2.8988 0.0 0.0 0.0
C -3.3572 -0.6334 2.4489 0.0 0.1 0.0
C -2.8728 -0.0227 1.2930 0.0 0.0 0.2
C -3.6573 0.8976 0.6063 0.0 0.0 0.0
C -4.9327 1.1938 1.0675 0.0 0.0 0.0
Sb -0.9409 -0.4887 0.6002 0.0 0.1 -0.3
C -1.1207 -2.5126 0.0204 0.1 0.0 0.0
C -0.0809 -3.0544 -0.7318 0.0 0.0 0.0
C -0.1391 -4.3733 -1.1566 0.0 0.0 0.0
C -1.2365 -5.1576 -0.8276 0.0 0.0 0.0
C -2.2711 -4.6222 -0.0757 0.0 0.0 0.0
C -2.2147 -3.3012 0.3507 0.0 0.0 0.0
C -1.0037 0.3507 -1.3511 -0.1 0.0 0.0
C -0.2417 1.4742 -1.6551 0.0 0.1 0.0
C -0.2693 2.0141 -2.9356 0.0 0.0 0.0
C -1.0574 1.4329 -3.9176 0.0 0.0 0.0
C -1.8215 0.3110 -3.6206 0.0 0.0 0.0
C -1.7946 -0.2266 -2.3427 0.0 0.0 0.0
H -6.4182 0.8088 2.5634 0.0 0.0 0.0
H -5.0124 -0.8102 3.7953 0.0 0.0 0.0
H -2.7376 -1.3257 3.0035 0.0 0.0 0.0
H -3.2809 1.3884 -0.2832 0.0 0.0 0.0
H -5.5412 1.9132 0.5353 0.0 0.0 0.0
H 0.7812 -2.4490 -0.9944 0.0 0.0 0.0
H 0.6716 -4.7894 -1.7405 0.0 0.0 0.0
H -1.2828 -6.1881 -1.1550 0.0 0.0 0.0
H -3.1252 -5.2334 0.1851 0.0 0.0 0.0
H -3.0267 -2.8964 0.9408 0.0 0.0 0.0
H 0.3611 1.9492 -0.8888 0.0 0.0 0.0
H 0.3134 2.8979 -3.1635 0.0 0.0 0.0
H -1.0816 1.8547 -4.9140 0.0 0.0 0.0
H -2.4385 -0.1440 -4.3844 0.0 0.0 0.0
H -2.3873 -1.1075 -2.1218 0.0 0.0 0.0
```
Forces are in eV/Å.

Results of the natural (NBO) charge analysis, in e, for atoms 1 through 2:
1. Cd 1.50
2. C -1.00


Record 5
A molecular structure, C22H24AsClGaI2OP in a non-equilibrium geometry. Source: the OMol25 dataset; level of theory: ωB97M-V with the def2-TZVPD basis set.

Results
HOMO level (alpha / beta) = -14.07 / -14.20 eV
Largest force on an atom = 3.42 eV/A
Spin multiplicity = 1
Total charge = +2
HOMO-LUMO gap (alpha / beta) = 0.192 / 0.198 hartree
DFT total energy = -176459.921 eV

```
53
Properties=species:S:1:pos:R:3:forces:R:3
I 2.5299 0.0865 -0.1665 -0.8 -1.4 0.8
I 1.0786 -1.3797 1.9838 0.0 0.3 -2.0
Ga 0.3770 -2.9989 -2.6971 -2.0 0.9 -0.3
P 2.3363 -3.8561 -1.7419 2.3 -1.8 0.1
C 3.7754 -3.7845 -0.5268 -1.3 0.9 0.2
C 1.6791 -5.6032 -1.6330 0.0 0.3 0.1
H 2.3462 -3.3712 -4.1168 0.6 -0.3 0.0
H 3.5410 -4.6907 -3.8098 -0.3 0.8 0.5
H 3.9099 -2.9455 -3.3726 -0.2 -0.4 -0.1
C 3.1320 -3.7262 -3.4198 -0.1 0.0 0.0
H 0.6459 -5.5736 -2.0194 0.3 -0.4 0.1
H 2.2737 -6.3437 -2.2225 -0.4 0.7 0.5
H 4.4953 -4.5540 -0.7477 0.1 -0.4 -0.3
H 3.3839 -3.9118 0.4936 0.1 0.0 -0.3
H 1.6331 -5.8953 -0.5645 0.0 0.1 -0.6
H 4.2455 -2.7959 -0.5841 -0.1 -0.2 -0.1
C 3.8786 -0.9184 2.3360 -0.4 -1.3 0.4
O 4.8407 -0.3815 2.4258 2.1 1.2 0.3
Cl -1.6482 -2.1717 -2.6133 0.8 -0.2 0.3
C -3.7737 0.6345 4.0159 -0.2 -0.5 -0.4
C -3.7311 -0.4444 3.1017 0.1 0.6 0.4
C -2.8413 -0.3898 2.0330 -0.4 -0.7 -0.3
C -2.0361 0.7297 1.8344 0.0 -0.7 0.3
C -2.1012 1.8045 2.7265 0.4 0.3 -0.1
C -2.9677 1.7528 3.8144 -0.1 0.2 0.3
As -0.7656 0.6758 0.3773 -1.7 2.8 0.9
C -1.8244 1.4153 -1.0977 -0.8 -0.6 0.9
C -1.2470 1.5494 -2.3286 1.4 0.1 -1.9
C -1.9926 1.9560 -3.4438 -1.2 0.0 1.7
C -3.3788 2.1879 -3.2530 0.8 0.1 -1.6
C -3.9642 2.0455 -2.0140 -0.5 0.1 0.9
C -3.1956 1.6679 -0.9066 0.0 -0.3 0.0
C 0.2717 2.2281 0.9821 0.7 -1.7 0.3
C 0.4227 3.3105 0.1604 0.2 0.8 -0.8
C 1.3953 4.2610 0.4637 0.8 0.9 0.4
C 2.2566 4.1010 1.5696 -1.1 -1.0 -0.4
C 2.1110 2.9612 2.3857 -0.6 0.5 -0.5
C 1.0972 2.0461 2.1070 0.7 0.8 -0.5
H -4.4624 0.5942 4.8684 0.4 0.0 -0.4
H -4.3790 -1.3111 3.2379 0.2 0.3 0.0
H -2.7890 -1.2387 1.3190 -0.1 0.6 0.6
H -1.4603 2.6820 2.5779 -0.4 -0.4 0.1
H -2.9992 2.6015 4.5192 0.0 -0.6 -0.5
H -0.1546 1.3535 -2.4513 -0.9 0.1 0.0
H -1.5497 2.0830 -4.4045 0.3 0.1 -0.5
H -3.9794 2.4780 -4.1450 0.4 -0.3 0.9
H -5.0476 2.2246 -1.8994 0.7 -0.1 0.0
H -3.6388 1.5515 0.0905 0.1 0.1 -0.6
H -0.1708 3.3996 -0.7534 0.2 0.1 0.4
H 1.5402 5.1602 -0.1638 -0.3 -0.7 0.3
H 3.0305 4.8128 1.7854 0.2 0.2 -0.1
H 2.7889 2.7940 3.2114 0.0 0.0 0.1
H 1.0819 1.1373 2.6765 -0.4 0.1 0.3
```
Forces are in eV/Å.

Results of the natural (NBO) charge analysis, in e, for atoms 1 through 2:
1. I 0.08
2. I 0.20